1.
Entry from OMol25: the molecule C4H8N2O2 in a non-equilibrium geometry (ωB97M-V with the def2-TZVPD basis set).

Calculated values
- SMILES: C=NO/C(N)=C(\C)O
- Relative energy (zero: lowest compared OMol25 entry of this formula, charge and spin): 376.48 kJ/mol
- Kohn-Sham gap: 8.30 eV
- Spin multiplicity: 1
- Electronic energy: -11350.2108 eV

Each line ends with the natural charge from an NBO analysis.
Atoms and positions in Å:
C -2.80656 -0.87348 0.09138  -0.14
N -1.66911 -0.40111 0.34437  -0.11
O -1.10194 0.36547 -0.66776  -0.38
C 0.13290 0.88637 -0.32643  0.37
N 0.18941 2.27201 -0.47726  -0.83
C 1.18717 0.13709 0.02385  0.18
C 1.22383 -1.35518 0.07829  -0.66
O 2.35901 0.80827 0.35265  -0.70
H -3.34824 -0.70775 -0.83888  0.18
H -3.25397 -1.48062 0.85660  0.20
H 1.01090 2.66256 -0.03790  0.39
H -0.66628 2.74313 -0.22102  0.38
H 1.43792 -1.69739 1.09500  0.21
H 0.27065 -1.77194 -0.23088  0.24
H 2.00156 -1.73289 -0.58878  0.21
H 3.03277 0.14547 0.54677  0.48

=====

2.
Entry from OMol25: the molecule C4H8N2O2 in a non-equilibrium geometry (ωB97M-V with the def2-TZVPD basis set).

Calculated values
- SMILES: N/C(C=O)=N/CCO
- Relative energy (zero: lowest compared OMol25 entry of this formula, charge and spin): 555.51 kJ/mol
- Kohn-Sham gap: 8.77 eV
- Spin multiplicity: 1
- Electronic energy: -11348.3553 eV

Each line ends with the natural charge from an NBO analysis.
Atoms and positions in Å:
N 1.72886 1.59054 0.14610  -0.85
C 0.87324 0.44271 0.20229  0.30
C 1.67361 -0.87282 -0.03576  0.37
O 2.90087 -0.99869 -0.21226  -0.49
N -0.35682 0.66471 -0.13933  -0.46
C -0.98829 -0.68416 -0.12802  -0.27
C -2.30247 -0.51667 0.49107  -0.07
O -2.99958 0.37401 -0.34111  -0.76
H 1.23208 2.58090 0.15804  0.42
H 2.82792 1.39903 0.38792  0.43
H 0.88514 -1.75183 0.08548  0.15
H -1.09302 -0.95228 -1.19125  0.21
H -0.83423 -1.64724 0.67652  0.18
H -2.76894 -1.47847 0.37270  0.18
H -2.09016 -0.37370 1.58171  0.16
H -2.50993 1.21990 -0.86906  0.51

=====

3.
Entry from OMol25: the molecule C4H8N2O2 in a non-equilibrium geometry (ωB97M-V with the def2-TZVPD basis set).

Calculated values
- Relative energy (zero: lowest compared OMol25 entry of this formula, charge and spin): 709.41 kJ/mol
- Kohn-Sham gap: 4.85 eV
- Spin multiplicity: 1
- Electronic energy: -11346.7602 eV

Each line ends with the natural charge from an NBO analysis.
Atoms and positions in Å:
C 0.15283 0.57808 0.03705  -0.22
N -1.02925 1.08990 -0.38926  -0.42
C -2.22221 0.33507 0.01140  0.06
O -1.97630 -0.69254 0.73682  -0.61
C 0.54500 -0.77714 -0.70805  -0.24
N 1.94328 -0.73247 -0.73844  -0.40
C 2.48027 -0.76603 0.50473  0.43
O 1.83424 -0.83901 1.54782  -0.56
H 0.20337 0.27299 1.10819  0.33
H 0.90092 1.34160 -0.12219  0.23
H -2.78196 1.16517 0.50295  0.21
H -2.78814 0.02271 -0.89755  0.21
H 0.13108 -1.60587 -0.14803  0.24
H 0.14096 -0.80753 -1.71699  0.21
H -1.11295 2.09260 -0.25814  0.40
H 3.57885 -0.67752 0.52970  0.13

=====

4.
Entry from OMol25: the molecule C4H8N2O2 in a non-equilibrium geometry (ωB97M-V with the def2-TZVPD basis set).

Calculated values
- SMILES: CN1NC=CC1(O)O
- Relative energy (zero: lowest compared OMol25 entry of this formula, charge and spin): 387.31 kJ/mol
- Kohn-Sham gap: 8.86 eV
- Spin multiplicity: 1
- Electronic energy: -11350.0986 eV

Each line ends with the natural charge from an NBO analysis.
Atoms and positions in Å:
C 1.19062 1.19822 0.50154  -0.44
N -0.11798 0.55218 0.55454  -0.32
N -0.01435 -0.66024 1.36020  -0.47
C -0.31989 -1.82872 0.63390  -0.01
C -0.43834 -1.44479 -0.66197  -0.32
C -0.49119 0.07738 -0.79019  0.59
O -1.79908 0.62720 -0.98385  -0.74
O 0.47978 0.34297 -1.68052  -0.72
H 1.54027 1.22606 1.54701  0.20
H 1.98141 0.57141 -0.02297  0.21
H 0.94332 2.22083 0.28815  0.21
H -0.52047 -0.68059 2.25330  0.37
H -0.22672 -2.70339 1.21545  0.22
H -0.63738 -1.89314 -1.60621  0.22
H -1.94040 1.35449 -0.30227  0.49
H 0.37039 1.04015 -2.30610  0.50